1.
ORCA calculation (ωB97M-V with the def2-TZVPD basis set) on a structure of composition C31H82FFeO11 in a non-equilibrium geometry.

Each line ends with the Mulliken charge.
CARTESIAN COORDINATES (ANGSTROEM)
Fe (-6.501, 6.324, 20.158)  0.75
C (-5.676, 6.467, 24.399)  -1.29
C (-7.009, 6.583, 23.562)  -0.19
O (-6.838, 6.699, 22.156)  0.10
H (-5.813, 6.212, 25.450)  0.44
H (-5.042, 7.354, 24.398)  0.32
H (-5.014, 5.699, 24.000)  0.18
H (-7.538, 7.403, 24.047)  0.33
H (-7.597, 5.741, 23.929)  -0.20
C (-6.971, 6.400, 15.854)  -1.42
C (-6.159, 5.664, 16.906)  0.13
O (-6.164, 6.283, 18.162)  -0.19
H (-7.991, 6.620, 16.172)  0.19
H (-6.855, 5.837, 14.928)  0.36
H (-6.464, 7.351, 15.690)  0.41
H (-5.099, 5.646, 16.655)  0.33
H (-6.524, 4.640, 16.822)  -0.31
F (-7.652, 4.655, 20.237)  -0.61
C (-14.530, 4.943, 21.378)  -1.62
C (-13.281, 4.053, 21.199)  1.02
C (-13.188, 3.191, 19.896)  -1.27
O (-12.273, 5.004, 21.121)  -0.27
H (-14.664, 5.550, 20.483)  0.33
H (-14.432, 5.579, 22.258)  0.35
H (-15.440, 4.359, 21.522)  0.41
H (-13.031, 3.351, 21.994)  0.19
H (-12.202, 2.814, 19.623)  0.10
H (-13.547, 3.658, 18.979)  0.34
H (-13.892, 2.374, 20.054)  0.46
H (-11.440, 4.528, 21.108)  -0.02
C (-3.510, 9.696, 20.773)  -1.46
C (-4.871, 9.059, 21.062)  0.99
C (-5.951, 10.156, 21.211)  -1.38
O (-5.264, 8.200, 20.025)  -0.02
H (-3.443, 10.108, 19.766)  0.38
H (-2.767, 8.899, 20.735)  0.37
H (-3.218, 10.532, 21.409)  0.39
H (-4.898, 8.508, 22.002)  -0.22
H (-6.044, 10.790, 20.329)  0.35
H (-5.653, 10.762, 22.066)  0.49
H (-6.899, 9.671, 21.446)  0.09
H (-4.973, 8.592, 19.198)  0.17
C (-6.632, 2.794, 25.136)  -0.65
C (-6.942, 2.176, 26.471)  0.14
C (-8.336, 1.652, 26.414)  -1.03
O (-6.160, 1.003, 26.743)  -0.57
H (-7.272, 3.648, 24.912)  -0.02
H (-6.783, 2.110, 24.301)  0.29
H (-5.588, 3.104, 25.099)  0.35
H (-6.770, 2.938, 27.230)  0.39
H (-9.052, 2.407, 26.089)  0.12
H (-8.655, 1.361, 27.414)  0.35
H (-8.353, 0.825, 25.704)  0.32
H (-5.754, 1.071, 27.610)  0.33
C (-3.070, 3.928, 19.473)  -1.60
C (-4.381, 4.066, 20.215)  1.72
C (-4.385, 3.357, 21.549)  -1.24
O (-4.710, 5.431, 20.538)  -0.09
H (-2.292, 4.414, 20.062)  0.56
H (-2.954, 4.561, 18.594)  0.28
H (-2.762, 2.909, 19.237)  0.38
H (-5.215, 3.675, 19.632)  -0.98
H (-3.413, 3.583, 21.988)  0.48
H (-4.501, 2.273, 21.575)  0.34
H (-5.206, 3.699, 22.179)  0.10
H (-3.934, 5.790, 20.974)  0.22
C (-4.475, 1.331, 16.896)  -0.37
C (-3.777, 1.713, 15.505)  0.44
C (-2.406, 2.304, 15.687)  -1.36
O (-3.596, 0.584, 14.611)  -0.58
H (-4.629, 2.231, 17.492)  -0.13
H (-3.866, 0.643, 17.483)  0.49
H (-5.451, 0.853, 16.822)  -0.06
H (-4.390, 2.448, 14.984)  0.24
H (-2.508, 3.134, 16.387)  0.20
H (-1.898, 2.625, 14.778)  0.39
H (-1.680, 1.623, 16.131)  0.35
H (-4.414, 0.502, 14.115)  0.34
C (-11.211, 3.113, 15.162)  -1.60
C (-9.984, 3.739, 15.926)  0.52
C (-10.340, 3.996, 17.392)  0.00
O (-8.830, 2.947, 15.744)  -0.55
H (-11.073, 3.167, 14.082)  0.41
H (-12.064, 3.761, 15.365)  0.38
H (-11.308, 2.040, 15.322)  0.33
H (-9.756, 4.711, 15.487)  0.18
H (-9.559, 4.617, 17.832)  -0.61
H (-10.476, 3.030, 17.879)  -0.25
H (-11.288, 4.524, 17.498)  0.79
H (-8.409, 2.942, 16.607)  -0.05
C (-10.448, 4.249, 23.622)  -1.37
C (-9.687, 3.332, 22.655)  1.92
C (-9.969, 1.855, 22.726)  -1.44
O (-9.934, 3.726, 21.332)  0.89
H (-10.150, 4.050, 24.651)  0.20
H (-11.527, 4.113, 23.701)  0.33
H (-10.283, 5.277, 23.298)  0.21
H (-8.625, 3.525, 22.802)  -0.62
H (-9.163, 1.312, 22.232)  0.30
H (-10.880, 1.498, 22.246)  0.26
H (-9.900, 1.447, 23.735)  0.28
H (-9.073, 3.991, 21.001)  -0.73
C (-9.878, 8.192, 21.209)  -1.50
C (-9.460, 7.268, 20.079)  2.25
C (-10.437, 7.339, 18.889)  -1.18
O (-8.138, 7.673, 19.706)  -0.23
H (-9.186, 8.226, 22.050)  0.21
H (-10.855, 7.904, 21.595)  0.32
H (-10.029, 9.229, 20.907)  0.43
H (-9.419, 6.228, 20.405)  -1.31
H (-9.902, 6.854, 18.072)  0.22
H (-10.737, 8.374, 18.728)  0.47
H (-11.385, 6.836, 19.079)  0.12
H (-8.271, 8.552, 19.343)  0.27
C (-8.461, 0.458, 17.704)  -1.46
C (-8.067, 1.367, 18.910)  1.30
C (-7.045, 0.660, 19.809)  -1.51
O (-7.634, 2.588, 18.305)  1.47
H (-9.381, 0.928, 17.355)  0.32
H (-8.717, -0.585, 17.886)  0.44
H (-7.798, 0.515, 16.841)  0.20
H (-8.936, 1.509, 19.552)  -0.23
H (-6.256, 0.250, 19.179)  0.36
H (-7.462, -0.214, 20.310)  0.42
H (-6.627, 1.313, 20.576)  0.13
H (-7.639, 3.277, 18.973)  -0.96

Spin multiplicity = 6
LUMO energy (spin up / spin down) = 0.10 / -1.06 eV
Frontier orbital gap (spin up / spin down) = 9.24 / 7.48 eV

2.
ORCA calculation (ωB97M-V with the def2-TZVPD basis set) on a structure of composition C31H82FeO11 in a non-equilibrium geometry.

Each line ends with the Mulliken charge.
CARTESIAN COORDINATES (ANGSTROEM)
Fe (28.767, -6.168, -1.715)  0.23
C (31.557, -5.736, -4.680)  -0.54
C (30.092, -6.173, -4.730)  -0.71
O (29.462, -6.137, -3.493)  -0.40
H (32.085, -6.275, -3.885)  -0.29
H (31.630, -4.667, -4.495)  0.33
H (32.125, -6.027, -5.564)  0.54
H (29.980, -7.169, -5.168)  0.34
H (29.592, -5.492, -5.428)  0.31
C (32.577, -5.622, -0.538)  0.92
C (31.783, -6.919, -0.646)  0.34
O (30.404, -6.738, -0.747)  1.55
H (32.642, -5.046, 0.387)  0.12
H (32.203, -4.924, -1.292)  -0.73
H (33.609, -5.863, -0.806)  -0.88
H (31.941, -7.553, 0.236)  -0.28
H (32.244, -7.358, -1.541)  -0.41
C (29.616, -12.116, 1.257)  -1.72
C (29.480, -10.780, 0.499)  0.48
C (30.575, -10.755, -0.589)  -0.28
O (28.206, -10.790, -0.156)  -0.52
H (29.274, -12.949, 0.636)  0.44
H (28.981, -12.141, 2.145)  0.42
H (30.636, -12.351, 1.559)  0.38
H (29.525, -9.978, 1.228)  -0.17
H (31.560, -10.941, -0.162)  0.33
H (30.666, -9.712, -0.926)  -0.27
H (30.342, -11.383, -1.442)  0.21
H (28.093, -11.644, -0.586)  0.45
C (29.364, -2.676, -3.331)  -1.46
C (30.046, -3.298, -2.127)  1.80
C (30.592, -2.312, -1.119)  -1.58
O (29.048, -4.126, -1.435)  -0.16
H (28.770, -1.817, -3.008)  0.38
H (28.659, -3.407, -3.729)  0.33
H (30.036, -2.386, -4.135)  0.36
H (30.890, -3.939, -2.377)  -0.78
H (29.868, -1.559, -0.795)  0.45
H (31.509, -1.838, -1.464)  0.40
H (30.860, -2.852, -0.205)  0.33
H (28.385, -3.492, -1.124)  0.16
C (34.419, -4.821, 2.575)  -0.42
C (35.371, -3.805, 1.978)  0.26
C (35.314, -3.707, 0.438)  -0.39
O (35.127, -2.490, 2.493)  -0.59
H (34.897, -5.267, 3.451)  0.39
H (34.288, -5.630, 1.857)  -0.40
H (33.462, -4.425, 2.908)  0.38
H (36.390, -4.079, 2.267)  0.26
H (34.423, -3.166, 0.128)  0.17
H (35.346, -4.712, 0.014)  -0.44
H (36.210, -3.187, 0.097)  0.54
H (35.908, -1.949, 2.353)  0.36
C (37.699, -5.971, -2.735)  -1.55
C (36.198, -6.225, -2.790)  2.55
C (35.572, -5.368, -3.884)  -1.21
O (35.971, -7.595, -3.134)  -0.61
H (38.212, -6.734, -2.145)  0.36
H (38.019, -5.012, -2.316)  0.36
H (38.105, -5.972, -3.748)  0.36
H (35.675, -6.038, -1.847)  -1.34
H (34.527, -5.166, -3.619)  0.01
H (35.595, -5.810, -4.878)  0.37
H (36.020, -4.375, -3.966)  0.43
H (35.983, -8.084, -2.297)  0.21
C (28.178, -9.936, -3.336)  -1.30
C (27.406, -8.744, -2.808)  0.59
C (26.018, -9.052, -2.262)  -1.46
O (28.137, -8.109, -1.706)  0.73
H (28.005, -10.885, -2.837)  0.27
H (29.243, -9.735, -3.460)  0.23
H (27.864, -10.100, -4.372)  0.53
H (27.350, -7.970, -3.575)  0.35
H (25.464, -9.700, -2.951)  0.46
H (25.409, -8.161, -2.112)  0.32
H (26.010, -9.645, -1.345)  0.23
H (28.370, -8.871, -1.150)  -0.44
C (32.964, -9.502, -3.782)  -1.00
C (32.405, -10.333, -4.956)  0.57
C (32.203, -11.781, -4.484)  -1.13
O (31.164, -9.826, -5.431)  -0.56
H (33.219, -8.506, -4.153)  0.27
H (33.880, -9.987, -3.445)  0.47
H (32.259, -9.405, -2.952)  0.04
H (33.178, -10.241, -5.725)  0.34
H (33.160, -12.303, -4.464)  0.40
H (31.456, -12.329, -5.052)  0.38
H (31.859, -11.734, -3.446)  0.04
H (31.059, -8.953, -5.040)  0.15
C (25.845, -6.191, 1.524)  -1.37
C (26.913, -5.300, 0.910)  0.68
C (27.515, -4.367, 1.965)  -1.49
O (27.884, -6.104, 0.239)  0.32
H (25.059, -6.498, 0.831)  0.31
H (25.392, -5.751, 2.414)  0.40
H (26.242, -7.153, 1.863)  0.27
H (26.465, -4.670, 0.133)  0.38
H (26.695, -3.681, 2.198)  0.49
H (28.416, -3.848, 1.648)  0.25
H (27.683, -4.864, 2.923)  0.31
H (28.424, -6.619, 0.886)  0.34
C (34.306, -10.160, 0.406)  -0.99
C (35.060, -8.852, 0.195)  2.19
C (35.539, -8.306, 1.549)  -1.40
O (36.192, -9.009, -0.669)  -0.65
H (34.066, -10.593, -0.565)  0.28
H (33.359, -9.910, 0.889)  -0.16
H (34.908, -10.805, 1.044)  0.42
H (34.402, -8.105, -0.253)  -1.01
H (35.804, -7.255, 1.417)  0.31
H (36.371, -8.841, 2.006)  0.50
H (34.701, -8.296, 2.252)  0.27
H (36.826, -9.547, -0.180)  0.36
C (30.740, -8.555, 3.685)  -0.90
C (30.135, -7.196, 3.307)  0.25
C (31.181, -6.089, 3.229)  -0.82
O (29.481, -7.243, 2.034)  -0.66
H (29.939, -9.241, 3.958)  0.29
H (31.435, -8.389, 4.504)  0.49
H (31.224, -8.938, 2.783)  -0.13
H (29.358, -6.938, 4.030)  0.46
H (30.778, -5.211, 2.712)  0.28
H (32.058, -6.288, 2.606)  -0.22
H (31.497, -5.782, 4.227)  0.59
H (30.114, -7.577, 1.378)  -0.56

Spin multiplicity = 6
LUMO energy (spin up / spin down) = -2.31 / -3.90 eV
Net charge = +1
Frontier orbital gap (spin up / spin down) = 9.25 / 7.65 eV

Across the entries above, ΔE to the lowest compared entry with this formula, charge and spin takes the values 0.0, 8.6 kcal per mole, respectively.